# C41H49ClCsIN2O2P2

C41H49ClCsIN2O2P2 as an isolated structure at a distorted geometry (ωB97M-V/def2-TZVPD, the Open Molecules 2025 dataset).

XYZ file:
```
99
Properties=species:S:1:pos:R:3:forces:R:3
Cs 0.238791 0.635840 1.070086 -0.65 -2.06 1.39
I -0.386053 5.612099 -1.038468 -0.01 0.00 0.02
Cl 0.784728 7.593737 4.188258 0.00 -0.09 -0.08
P -2.419242 0.325833 -0.720302 -0.60 -0.03 -0.41
P 1.888348 -2.107396 0.320783 0.40 -0.60 -0.36
O 3.478403 2.515271 0.919466 0.37 0.81 -0.49
O 0.509776 2.984189 0.489955 0.61 2.56 -0.04
N 1.606705 2.634953 3.002942 -0.62 0.26 0.04
N 0.034150 -0.729682 -1.680563 0.20 -0.15 -0.45
C 2.063140 -3.800859 -1.931188 0.04 0.08 0.08
C -1.224741 2.497429 -4.095468 0.03 -0.03 -0.03
C -1.683795 3.680395 -4.915023 0.03 -0.04 0.05
C 4.513955 -1.887881 1.450320 -0.06 0.08 -0.04
C 1.157052 3.851483 2.634572 -0.01 0.20 0.03
C 0.504974 -2.244364 -3.559830 0.04 -0.02 0.07
C -1.367444 -1.603737 3.822420 0.00 0.35 0.12
C 0.684589 -1.802019 -2.208629 -0.23 0.21 -0.05
C -1.845431 0.600223 4.224600 0.19 -0.30 -0.04
C 1.612029 -3.708115 1.247513 -0.03 0.03 0.19
C 4.101850 -0.914113 -0.818961 -0.02 -0.04 -0.03
C -0.438331 -1.120415 4.778361 -0.23 0.23 -0.21
C 1.072381 -3.402431 -4.040825 -0.03 0.05 0.02
C 1.973387 2.395486 4.226971 0.10 0.13 0.25
C -3.415487 2.860838 -0.092321 -0.03 -0.02 0.00
C 1.514381 -2.626408 -1.403030 0.02 -0.15 0.01
C 1.579245 4.657653 4.869880 -0.06 0.21 -0.01
C -2.614202 -2.458813 -0.560587 0.00 0.03 0.00
C 1.170760 4.938794 3.546713 -0.04 -0.01 -0.07
C 0.649961 3.977398 1.255278 -0.32 0.33 -0.20
C 0.012642 1.893502 -4.310529 0.01 -0.02 0.07
C 0.345337 6.386986 1.803538 -0.05 -0.09 -0.15
C -0.357421 0.309508 -2.492966 0.01 -0.21 -0.05
C 3.755353 -2.063703 0.134377 0.03 0.12 -0.02
C -0.733010 0.242484 5.024099 -0.21 -0.25 -0.24
C -3.886105 1.436144 -0.418074 -0.02 0.17 -0.16
C 0.764629 6.213922 3.092730 0.02 -0.02 0.08
C 1.871955 -4.224836 -3.234775 -0.02 0.03 -0.05
C 0.288933 5.308628 0.914547 0.10 -0.09 0.11
C -2.003911 2.003698 -3.054244 -0.02 0.03 0.14
C 1.949488 3.396668 5.218964 0.14 -0.35 0.07
C -3.297427 -1.254216 -1.220959 0.20 -0.16 -0.01
C 3.092884 1.662953 1.543891 0.60 -1.07 0.08
C 2.481512 -5.499522 -3.765771 -0.02 0.06 0.03
C -5.061201 1.431648 -1.401221 -0.04 0.05 0.03
C -2.233523 -0.539514 3.480283 0.19 0.03 0.24
C -3.438587 -1.466436 -2.725102 0.02 -0.01 -0.03
C 0.442419 0.833811 -3.530690 -0.14 0.08 -0.03
C 0.274917 -4.331288 0.842844 -0.07 -0.03 -0.03
C 1.574423 -3.446174 2.762485 -0.05 -0.05 -0.13
C -1.605240 0.943981 -2.242027 0.17 -0.05 0.00
H -3.899161 -0.610287 -3.224137 0.01 -0.02 0.03
H 2.238304 3.159950 6.234899 0.00 -0.01 0.00
H -4.252951 1.008214 0.520362 -0.05 -0.04 0.09
H -0.123479 -1.650052 -4.212998 0.02 -0.01 0.00
H -4.293356 -1.156957 -0.777578 -0.04 0.01 0.01
H 3.084092 -5.988380 -2.996743 -0.01 0.02 -0.01
H 0.881201 -3.694262 -5.072236 0.00 0.02 0.03
H -5.489105 0.433134 -1.522622 0.04 0.05 0.01
H 5.570922 -1.680585 1.245488 -0.04 -0.01 0.01
H 2.486134 -2.994822 3.146348 0.15 0.06 -0.01
H 3.889313 0.050805 -0.353928 0.00 -0.04 -0.03
H 0.113534 -5.262256 1.398359 0.00 0.05 0.00
H 0.662033 2.276842 -5.093455 0.00 -0.01 0.00
H -2.314205 1.575234 4.183962 0.00 0.03 0.00
H 5.167403 -0.934762 -1.074225 -0.03 0.00 0.04
H 0.038249 7.371584 1.477943 -0.01 0.01 -0.05
H 2.426500 -4.403258 1.006577 0.00 -0.03 0.01
H 4.067743 -3.001239 -0.334124 0.02 -0.07 0.00
H -0.546707 -3.651161 1.092582 0.08 -0.05 -0.02
H -4.045723 -2.356921 -2.930324 0.03 0.02 0.00
H 1.419134 0.394445 -3.699968 -0.02 0.00 -0.02
H -2.453991 -1.619165 -3.178495 -0.07 0.02 0.05
H 0.218487 -4.548451 -0.225728 0.00 0.00 0.11
H 2.679206 -4.422350 -1.282702 -0.02 0.03 0.00
H 1.583543 5.457488 5.598641 -0.02 0.01 0.00
H 0.751669 -2.769795 3.014866 0.13 -0.06 -0.06
H -3.059563 -0.592827 2.779081 0.03 0.01 0.01
H -2.756016 3.628866 -5.123954 0.03 0.00 0.01
H -1.158686 3.722988 -5.872778 -0.01 -0.01 0.03
H 4.116171 -1.044210 2.024317 0.01 -0.07 -0.04
H 1.719780 -6.216493 -4.089791 0.00 0.02 0.01
H 0.362877 -1.688783 5.236029 -0.01 -0.02 0.01
H -1.424023 -2.613678 3.432226 0.00 0.02 0.01
H -2.954082 2.489331 -2.870448 0.00 -0.02 0.01
H 1.412549 -4.385895 3.303429 0.01 0.02 -0.02
H 3.528726 -0.973310 -1.747026 0.03 -0.01 0.04
H -1.587801 -2.565299 -0.920726 -0.10 0.03 0.00
H -4.780108 1.787682 -2.393052 0.01 0.00 0.02
H -5.858868 2.089369 -1.032089 0.03 -0.04 -0.02
H -2.571950 -2.339080 0.526224 0.00 0.01 -0.06
H 2.320003 1.386681 4.438304 -0.06 0.05 0.05
H 4.470519 -2.779539 2.072935 -0.06 -0.07 0.07
H -2.551600 2.858228 0.578552 -0.04 -0.04 -0.03
H -1.499957 4.629803 -4.398735 0.00 -0.06 0.00
H -3.114134 3.407142 -0.987629 -0.01 -0.02 0.06
H 3.133204 -5.314490 -4.626416 -0.01 0.01 0.02
H -0.211637 0.892293 5.718020 0.00 0.00 -0.04
H -4.216810 3.429066 0.393224 0.02 -0.03 -0.03
H -3.159331 -3.384469 -0.784786 0.01 0.04 0.01
```
Forces are in eV/Å.

Properties
Orbital gap in eV: 5.11
2S+1: 1
Energy above the lowest of the compared OMol25 structures with the same formula, charge and spin in kJ/mol: 98.9
Charge: -2
E_HOMO in eV: -1.36

Atomic partial charges in e from the Löwdin method, atoms 1 to 4:
1. Cs 1.040
2. I 0.869
3. Cl 0.599
4. P 0.989



# C41H50AlBrN7O

C41H50AlBrN7O as an isolated structure (ωB97M-V/def2-TZVPD, the Open Molecules 2025 dataset).

XYZ file:
```
101
Properties=species:S:1:pos:R:3:forces:R:3
Br 5.485475 -3.072881 -1.020104 0.11 0.02 0.04
Al 4.680781 -2.673400 1.208062 -0.09 0.15 0.10
O 3.982571 -1.046861 1.153704 0.04 -0.24 -0.04
N -6.367258 5.072889 -2.660021 0.02 0.01 0.03
N 2.655635 -4.064208 -4.787777 0.03 0.02 -0.04
N -2.672072 -2.533878 -1.527327 -0.01 0.00 -0.05
N 9.900492 -1.957851 -1.641068 -0.02 -0.03 0.04
N -1.628793 2.429111 0.248284 0.05 -0.02 0.06
N 2.335134 3.189107 5.184532 -0.05 -0.08 0.04
N -3.126360 -3.267324 2.775924 -0.14 -0.03 -0.03
C 3.077006 -0.736188 2.169723 -0.02 0.07 -0.06
C -8.557278 5.858562 -2.096461 -0.01 0.00 0.00
C 9.922937 -0.132228 -3.744687 -0.01 0.00 0.00
C 8.766440 -1.443747 -2.114588 -0.06 0.07 -0.05
C -7.201309 5.711640 -1.844889 -0.01 0.02 0.04
C 1.021496 -1.333826 0.852508 -0.08 0.05 -0.23
C 3.220304 3.587868 4.277027 0.03 -0.04 -0.05
C -3.107707 -2.645579 -2.777571 -0.01 -0.02 -0.03
C -3.561837 -2.664332 -0.546195 0.04 0.05 0.06
C -3.727467 -4.417276 2.486118 0.00 -0.05 -0.02
C 0.956753 0.535651 2.643684 0.09 0.18 0.04
C 11.107553 -0.661980 -3.256880 0.01 0.00 0.00
C 0.114562 -2.181719 1.738423 0.06 0.00 0.06
C -2.658690 1.970763 -0.455964 0.00 -0.07 -0.04
C 1.948786 4.071909 6.099068 0.00 0.06 0.01
C 3.342148 5.781807 5.200395 0.00 -0.01 0.00
C -5.353257 -3.028218 -2.080391 0.00 0.00 0.01
C -9.074854 5.310639 -3.258724 0.00 0.00 0.00
C -8.217039 4.641319 -4.116066 -0.01 0.00 0.00
C 1.322279 -1.912659 -3.621787 -0.03 0.02 -0.12
C 0.730406 -2.645406 -4.640915 0.04 -0.01 0.01
C -4.238596 -4.862377 4.769302 0.00 0.01 -0.02
C -4.433324 -2.890638 -3.107795 -0.01 0.00 -0.01
C -3.652901 2.789331 -0.973865 -0.03 -0.03 -0.01
C 0.260038 -0.799252 -0.375743 0.11 -0.11 0.11
C 1.436951 -3.706038 -5.184928 -0.05 -0.01 -0.02
C 11.037302 -1.567090 -2.208687 0.05 0.00 -0.01
C 1.767128 -0.205862 1.590992 0.13 -0.12 -0.04
C -4.910050 -2.913259 -0.772729 0.00 0.01 0.00
C -3.075914 -2.909326 4.054646 0.10 0.09 0.03
C -3.614270 -3.666865 5.084951 0.00 -0.02 0.00
C 3.214066 -3.350421 -3.809372 -0.05 -0.05 -0.05
C -3.577188 4.153685 -0.746744 0.03 0.02 0.05
C -4.296801 -5.248049 3.439595 -0.01 -0.01 0.03
C -6.876442 4.550386 -3.771675 0.02 -0.03 -0.04
C 3.752211 4.869959 4.242095 0.01 0.01 0.01
C 2.589305 -2.270893 -3.196993 -0.01 0.00 0.05
C -2.507896 4.640449 -0.010520 -0.01 -0.02 -0.01
C 2.419375 5.376027 6.151929 0.00 0.01 0.00
C 8.732423 -0.530701 -3.163130 -0.02 0.01 -0.02
C -1.563788 3.738969 0.461466 0.01 0.06 0.01
H 9.930070 0.577300 -4.563045 0.00 0.00 0.00
H -8.575198 4.196116 -5.034018 0.01 -0.01 -0.01
H -0.600674 -1.581828 2.302967 -0.07 0.03 -0.01
H -6.396884 -3.220823 -2.296097 0.00 0.00 0.00
H 0.167548 1.145215 2.201387 -0.16 -0.11 -0.05
H -0.260328 -2.404549 -5.005010 0.00 0.00 -0.02
H -4.336865 4.812931 -1.145368 0.01 0.00 -0.05
H 2.068928 6.053210 6.919341 0.00 0.00 0.01
H -2.680648 0.896796 -0.614829 -0.01 0.00 -0.01
H -5.591501 -3.009748 0.062518 0.01 0.00 0.01
H 0.703083 -2.782114 2.434088 -0.02 0.03 0.13
H 12.065036 -0.382532 -3.676686 0.01 -0.01 0.01
H -6.761166 6.124343 -0.942897 -0.02 0.00 0.00
H 7.781853 -0.147873 -3.509132 -0.01 -0.01 0.01
H 4.471266 5.139123 3.480668 0.00 -0.01 -0.01
H -6.174716 4.032870 -4.416627 -0.02 0.00 -0.01
H -0.710194 4.081781 1.037553 -0.01 0.02 0.00
H 1.002797 -4.304141 -5.980895 -0.02 0.01 0.00
H -9.188044 6.387355 -1.395261 0.00 0.01 0.01
H 2.850114 -1.617204 2.793428 -0.03 -0.01 0.15
H 1.224646 3.717047 6.825152 0.01 0.02 0.01
H 0.800919 -1.084030 -3.159078 0.01 -0.05 -0.15
H -4.770170 -6.174117 3.142835 0.01 -0.01 -0.01
H 3.734619 6.790847 5.206611 0.00 0.00 0.00
H 0.836620 -0.998985 -1.279954 -0.01 0.17 0.20
H 3.519555 -3.756064 1.473696 -0.01 -0.04 0.00
H 0.091710 0.276109 -0.309570 -0.13 0.06 0.03
H -0.695271 -1.308215 -0.500370 -0.06 0.06 -0.07
H 1.802474 -2.004509 0.486326 -0.01 0.01 -0.05
H -3.751468 -4.688570 1.435506 0.00 -0.03 0.01
H -10.127928 5.402115 -3.491215 -0.01 0.00 0.00
H 3.502719 0.024912 2.838127 0.05 0.05 0.08
H -2.401846 5.697789 0.193284 0.01 0.00 0.00
H -2.355077 -2.537189 -3.552089 -0.02 -0.01 0.00
H 1.612824 1.212317 3.194644 -0.01 0.07 0.03
H -2.570666 -1.972158 4.262733 -0.01 -0.01 0.02
H 4.200468 -3.657386 -3.484534 -0.03 0.01 0.01
H 3.090045 -1.748820 -2.392427 0.03 -0.02 0.03
H -4.667880 -5.483907 5.544716 0.00 0.00 0.00
H 0.515710 -0.131747 3.382998 -0.04 -0.06 0.04
H -4.469049 2.365037 -1.543826 0.00 0.00 0.00
H -4.732080 -2.972887 -4.144286 0.01 0.00 -0.01
H 11.943901 -2.004051 -1.800907 0.01 0.01 -0.02
H -3.536932 -3.325948 6.108197 0.00 0.01 0.00
H 5.876569 -2.742067 2.279619 0.10 -0.07 -0.09
H 7.838041 -1.767002 -1.653193 0.11 -0.06 0.05
H -0.468321 -2.869620 1.125881 0.03 -0.10 -0.04
H 2.070784 0.521321 0.831038 0.05 0.04 -0.04
H -3.174630 -2.560345 0.464443 -0.03 0.00 -0.03
H 3.516767 2.844161 3.544722 0.01 0.02 -0.01
```
Forces are in eV/Å.

Properties
Orbital gap in eV: 6.81
2S+1: 1
Charge: -1
E_HOMO in eV: -5.03

Atomic partial charges in e from the Löwdin method, atoms 1 to 4:
1. Br 0.188
2. Al -0.175
3. O -0.333
4. N 0.055